Record 1
The following is a quantum chemistry calculation of a cluster of 11 separate species, C38H104N6O17 in total at a distorted geometry, from the Open Molecules 2025 dataset.

Geometry (Å):
O1 -3.467 2.296 -0.974
H1 -2.793 1.834 -0.347
H2 -3.602 3.227 -0.710
H3 -4.320 1.838 -0.874
C1 -1.172 0.029 -1.901
C2 -0.668 0.378 -0.499
O2 -1.528 1.065 0.376
H4 -2.167 -0.412 -1.835
H5 -0.482 -0.687 -2.350
H6 -1.160 0.918 -2.535
H7 0.270 0.946 -0.561
H8 -0.373 -0.603 -0.097
O3 -1.147 3.495 2.002
H9 -0.247 3.391 2.346
H10 -1.310 2.674 1.513
O4 -4.488 -0.181 -3.112
H11 -3.805 -0.671 -2.639
H12 -5.077 0.141 -2.424
O5 -0.998 -0.328 2.851
H13 -0.073 -0.587 2.895
H14 -1.088 0.132 1.996
C3 -5.290 -4.436 0.763
O6 -4.397 -3.588 1.466
C4 -4.429 -2.272 0.922
C5 -3.527 -1.405 1.788
N1 -3.712 -1.527 3.231
C6 -5.069 -1.089 3.634
C7 -5.138 -1.173 5.176
O7 -4.074 -0.435 5.731
C8 -4.207 -0.303 7.125
H15 -5.007 -4.560 -0.287
H16 -6.297 -4.013 0.840
H17 -5.386 -5.462 1.118
H18 -5.456 -1.890 0.994
H19 -4.121 -2.231 -0.127
H20 -3.651 -0.372 1.450
H21 -2.534 -1.714 1.455
H22 -3.779 -2.541 3.300
H23 -5.770 -1.790 3.173
H24 -5.287 -0.037 3.449
H25 -5.182 -2.197 5.560
H26 -6.077 -0.681 5.463
H27 -4.140 -1.240 7.686
H28 -5.162 0.121 7.464
H29 -3.441 0.394 7.461
C9 -3.611 0.162 -7.205
O8 -3.783 1.536 -7.074
C10 -4.094 2.032 -5.799
C11 -2.881 2.005 -4.885
N2 -1.911 3.006 -5.329
C12 -0.677 3.151 -4.556
C13 -0.971 3.724 -3.182
O9 0.266 4.038 -2.548
C14 0.146 4.265 -1.169
H30 -3.538 -0.120 -8.256
H31 -4.491 -0.365 -6.821
H32 -2.672 -0.158 -6.743
H33 -4.882 1.404 -5.366
H34 -4.457 3.056 -5.884
H35 -2.531 0.965 -4.872
H36 -3.199 2.240 -3.867
H37 -1.765 2.736 -6.296
H38 0.015 3.794 -5.101
H39 -0.149 2.194 -4.464
H40 -1.647 3.046 -2.652
H41 -1.531 4.666 -3.199
H42 -0.339 5.232 -0.979
H43 1.080 4.265 -0.609
H44 -0.524 3.558 -0.667
C15 7.260 -2.549 3.368
O10 6.754 -2.468 2.045
C16 7.637 -3.146 1.143
C17 6.802 -3.478 -0.081
N3 6.544 -2.225 -0.762
C18 5.700 -2.311 -1.967
C19 4.290 -2.880 -1.788
O11 3.609 -2.193 -0.734
C20 2.309 -2.734 -0.603
H45 6.575 -2.088 4.079
H46 8.221 -2.034 3.453
H47 7.383 -3.590 3.678
H48 8.078 -4.066 1.534
H49 8.404 -2.427 0.847
H50 5.914 -4.011 0.279
H51 7.361 -4.118 -0.770
H52 6.109 -1.626 -0.069
H53 6.098 -3.000 -2.715
H54 5.651 -1.273 -2.290
H55 4.348 -3.939 -1.521
H56 3.789 -2.762 -2.754
H57 1.927 -2.412 0.366
H58 2.285 -3.826 -0.654
H59 1.648 -2.319 -1.372
C21 -4.704 2.970 5.788
O12 -3.278 3.158 5.726
C22 -2.886 4.503 5.798
C23 -1.376 4.610 5.917
N4 -0.545 3.763 5.067
C24 0.860 4.144 5.254
C25 1.855 3.343 4.426
O13 1.562 3.488 3.025
C26 1.779 2.283 2.301
H60 -5.054 3.207 6.795
H61 -4.891 1.929 5.539
H62 -5.174 3.664 5.087
H63 -3.332 5.047 6.641
H64 -3.264 5.080 4.942
H65 -1.128 4.303 6.936
H66 -1.070 5.648 5.727
H67 -0.769 3.973 4.103
H68 1.130 3.887 6.281
H69 0.976 5.202 4.990
H70 1.851 2.296 4.735
H71 2.853 3.777 4.529
H72 1.578 2.252 1.230
H73 1.194 1.446 2.694
H74 2.843 2.076 2.462
C27 6.451 4.002 3.475
O14 5.663 3.059 2.767
C28 6.444 2.001 2.250
C29 5.624 1.101 1.299
N5 5.003 1.851 0.219
C30 4.131 0.990 -0.584
C31 3.222 1.789 -1.516
O15 4.090 2.595 -2.316
C32 3.474 3.400 -3.284
H75 7.049 3.536 4.263
H76 5.770 4.732 3.909
H77 7.163 4.612 2.910
H78 6.884 1.388 3.044
H79 7.302 2.429 1.722
H80 4.829 0.678 1.932
H81 6.187 0.285 0.846
H82 4.441 2.584 0.638
H83 3.576 0.320 0.088
H84 4.774 0.282 -1.111
H85 2.673 2.510 -0.902
H86 2.589 1.087 -2.062
H87 2.805 4.175 -2.895
H88 2.892 2.820 -4.007
H89 4.283 3.948 -3.768
C33 -4.474 -2.959 -4.788
O16 -3.246 -3.146 -4.114
C34 -3.403 -3.556 -2.766
C35 -2.060 -3.946 -2.205
N6 -1.460 -5.123 -2.821
C36 -0.025 -5.203 -2.478
C37 0.649 -5.983 -3.631
O17 0.162 -5.477 -4.887
C38 1.054 -5.797 -5.951
H90 -5.134 -2.397 -4.113
H91 -5.054 -3.861 -4.993
H92 -4.399 -2.272 -5.627
H93 -4.048 -4.423 -2.592
H94 -3.829 -2.702 -2.229
H95 -2.237 -4.234 -1.160
H96 -1.400 -3.077 -2.081
H97 -1.470 -4.994 -3.828
H98 0.075 -5.676 -1.501
H99 0.367 -4.182 -2.407
H100 0.316 -7.024 -3.621
H101 1.736 -5.942 -3.542
H102 1.169 -6.880 -6.039
H103 2.027 -5.333 -5.779
H104 0.634 -5.447 -6.893

* orbital gap: 6.97 eV
* net charge: 0
* electronic energy: -3117.39474 hartree
* LUMO level: -1.2 eV
* E_HOMO: -8.19 eV
* energy above the lowest of the compared OMol25 structures with the same formula, charge and spin: 0.0 kcal per mole

Record 2
The following is a quantum chemistry calculation of a cluster of 9 separate species, C38H106Cl8N15O5P5 in total at a distorted geometry, from the Open Molecules 2025 dataset.

Geometry (Å):
Cl1 5.603 -0.521 3.549
C1 3.946 -0.320 2.955
C2 3.424 -1.697 2.419
Cl2 4.379 -2.176 0.987
H1 3.913 0.566 2.322
H2 3.334 0.107 3.749
H3 2.373 -1.740 2.133
H4 3.608 -2.452 3.183
Cl3 -0.765 -1.836 6.432
C3 -1.215 -0.113 6.082
C4 -0.713 0.387 4.777
Cl4 1.016 0.738 4.955
H5 -0.789 0.509 6.869
H6 -2.277 0.056 6.266
H7 -1.180 1.322 4.469
H8 -0.915 -0.268 3.930
Cl5 -3.240 -5.702 0.573
C5 -2.029 -4.564 0.259
C6 -1.915 -4.224 -1.222
Cl6 -3.290 -3.205 -1.823
H9 -1.140 -4.994 0.721
H10 -2.292 -3.683 0.844
H11 -1.898 -5.119 -1.844
H12 -0.944 -3.745 -1.347
Cl7 1.385 -2.736 -1.107
C7 1.049 -1.024 -0.705
C8 -0.384 -0.794 -0.270
Cl8 -0.796 -1.472 1.317
H13 1.270 -0.355 -1.536
H14 1.768 -0.697 0.047
H15 -1.041 -1.122 -1.076
H16 -0.564 0.275 -0.157
O1 -6.721 -3.692 5.101
P1 -5.197 -3.621 4.966
N1 -4.410 -5.168 4.779
C9 -5.303 -6.313 4.395
C10 -2.933 -5.382 4.605
N2 -4.378 -3.109 6.390
C11 -4.483 -4.015 7.510
C12 -4.512 -1.738 6.838
N3 -4.542 -2.639 3.669
C13 -5.174 -2.880 2.408
C14 -3.156 -2.205 3.580
H17 -4.797 -7.121 4.923
H18 -5.211 -6.522 3.329
H19 -6.299 -6.210 4.825
H20 -2.349 -4.509 4.896
H21 -2.665 -5.682 3.592
H22 -2.641 -6.157 5.313
H23 -3.575 -3.925 8.105
H24 -5.391 -3.816 8.080
H25 -4.600 -5.057 7.212
H26 -3.973 -1.435 7.736
H27 -4.197 -1.062 6.044
H28 -5.546 -1.453 7.029
H29 -5.053 -3.919 2.103
H30 -6.159 -2.427 2.519
H31 -4.704 -2.391 1.554
H32 -2.549 -2.884 2.980
H33 -2.782 -2.135 4.601
H34 -3.152 -1.196 3.169
O2 6.938 -3.221 -4.966
P2 6.298 -2.004 -4.348
N4 7.237 -1.146 -3.179
C15 6.723 -0.178 -2.173
C16 8.697 -1.500 -2.894
N5 4.848 -2.362 -3.578
C17 3.722 -2.919 -4.388
C18 4.858 -2.854 -2.208
N6 5.932 -0.769 -5.456
C19 6.921 -0.371 -6.463
C20 4.875 0.256 -5.108
H35 7.494 0.579 -2.029
H36 6.532 -0.722 -1.248
H37 5.820 0.270 -2.586
H38 8.644 -2.251 -2.106
H39 9.339 -0.736 -2.456
H40 9.134 -1.854 -3.827
H41 3.946 -3.851 -4.907
H42 2.809 -3.111 -3.824
H43 3.461 -2.172 -5.138
H44 5.700 -3.519 -2.013
H45 4.923 -2.027 -1.501
H46 3.930 -3.272 -1.819
H47 6.542 0.176 -7.327
H48 7.712 0.194 -5.971
H49 7.346 -1.322 -6.782
H50 4.499 0.790 -5.981
H51 5.270 1.105 -4.549
H52 4.014 -0.237 -4.658
O3 -1.294 0.890 -3.213
P3 -1.084 0.803 -4.685
N7 -2.328 1.567 -5.563
C21 -3.365 2.341 -4.806
C22 -2.350 1.756 -7.062
N8 -1.016 -0.860 -5.237
C23 -2.272 -1.686 -5.242
C24 0.193 -1.636 -4.798
N9 0.381 1.485 -5.203
C25 0.659 1.782 -6.608
C26 1.369 1.895 -4.259
H53 -4.323 2.061 -5.244
H54 -3.215 3.420 -4.824
H55 -3.376 1.974 -3.779
H56 -1.578 2.484 -7.312
H57 -3.298 2.115 -7.464
H58 -2.225 0.864 -7.676
H59 -2.133 -2.511 -5.940
H60 -2.452 -1.933 -4.196
H61 -3.110 -1.110 -5.635
H62 1.103 -1.283 -5.283
H63 0.266 -1.623 -3.711
H64 0.140 -2.655 -5.181
H65 0.071 1.126 -7.250
H66 0.441 2.834 -6.791
H67 1.686 1.573 -6.909
H68 2.391 1.770 -4.616
H69 1.306 1.279 -3.362
H70 1.191 2.944 -4.022
O4 -2.277 1.393 2.107
P4 -3.648 1.955 1.944
N10 -3.697 3.428 1.167
C27 -2.498 4.236 1.319
C28 -4.876 4.225 0.773
N11 -4.439 2.169 3.409
C29 -4.676 0.985 4.237
C30 -4.517 3.422 4.206
N12 -4.747 1.020 0.980
C31 -4.133 0.200 -0.115
C32 -6.223 1.220 0.998
H71 -2.605 4.736 2.282
H72 -2.499 5.094 0.646
H73 -1.626 3.597 1.180
H74 -5.398 3.639 0.016
H75 -4.556 5.126 0.251
H76 -5.543 4.478 1.597
H77 -4.790 0.127 3.575
H78 -3.930 0.907 5.027
H79 -5.639 1.212 4.696
H80 -4.660 4.308 3.587
H81 -5.286 3.361 4.977
H82 -3.577 3.576 4.736
H83 -4.793 -0.380 -0.760
H84 -3.607 0.834 -0.827
H85 -3.465 -0.488 0.403
H86 -6.569 1.820 1.840
H87 -6.602 0.212 1.165
H88 -6.615 1.525 0.028
O5 2.783 1.817 -0.544
P5 3.062 3.061 0.168
N13 1.804 3.728 1.153
C33 0.850 4.590 0.429
C34 1.065 2.780 1.990
N14 3.530 4.379 -0.830
C35 4.288 3.933 -2.017
C36 3.973 5.717 -0.338
N15 4.427 2.891 1.248
C37 5.676 2.258 0.784
C38 4.648 3.702 2.387
H89 1.340 5.380 -0.141
H90 0.154 5.063 1.122
H91 0.264 4.001 -0.277
H92 1.764 2.237 2.626
H93 0.636 2.022 1.334
H94 0.237 3.259 2.513
H95 5.344 3.856 -1.760
H96 3.874 3.022 -2.449
H97 4.131 4.735 -2.739
H98 3.479 5.980 0.597
H99 5.055 5.713 -0.206
H100 3.667 6.417 -1.116
H101 5.535 1.597 -0.071
H102 6.377 2.999 0.402
H103 6.168 1.690 1.574
H104 3.713 4.012 2.853
H105 5.173 4.610 2.089
H106 5.303 3.241 3.126

* orbital gap (spin up / spin down): 7.11 / 2.26 eV
* net charge: +1
* electronic energy: -8097.17914 hartree
* spin multiplicity: 2
* LUMO level (spin up / spin down): -2.3 / -7.1 eV
* E_HOMO (spin up / spin down): -9.41 / -9.41 eV